--- w ---
Here is C8H13N as an isolated structure from the OMol25 dataset. Energies are from ωB97M-V with the def2-TZVPD basis set.

Structure (XYZ):
```
22
Properties=species:S:1:pos:R:3:lowdin_charge:R:1
C 0.84837 -0.27689 -0.08454 -0.414
C 0.45195 -0.59720 1.27294 -0.083
C 1.61743 1.01160 -0.27759 -0.071
C 1.18134 -1.40895 -0.95729 -0.166
C 1.95236 -1.36293 -2.04356 0.028
H -0.57362 0.04328 -0.64037 0.127
H 0.65935 -2.33138 -0.72393 0.106
H 1.08533 -0.20288 2.06224 0.092
H -0.68850 -0.10116 1.39081 0.077
H 0.18511 -1.63290 1.46708 0.086
H 1.52758 1.37868 -1.29960 0.080
H 1.25423 1.78414 0.39883 0.079
H 2.67970 0.85852 -0.06874 0.091
H 2.07917 -2.23213 -2.67218 0.054
H 2.48590 -0.47198 -2.34248 0.052
C -2.21722 0.35917 0.93100 -0.213
C -2.39051 1.64153 1.29185 0.015
C -1.92823 0.03618 -0.58986 -0.323
N -2.57014 -0.42646 -1.46079 0.146
H -2.77511 -0.43180 1.42034 0.110
H -1.92084 2.45011 0.74699 0.068
H -2.94365 1.91345 2.17883 0.061
```

Values from the calculation:
molar mass	123.199	Da
highest occupied orbital energy (alpha / beta)	-8.04 / -8.04	eV
frontier orbital gap (alpha / beta)	0.285 / 0.285	Ha

---

--- x ---
Here is an isolated molecule of C8H13N from the OMol25 dataset. Energies are from ωB97M-V with the def2-TZVPD basis set.

Structure (XYZ):
```
22
Properties=species:S:1:pos:R:3:lowdin_charge:R:1
C -1.32808 -0.54439 0.05084 0.017
C 0.22012 0.94117 0.78907 0.081
C -1.35596 1.82577 2.61096 0.010
C -0.06748 0.10477 -0.45717 -0.579
C -1.29233 -1.81304 0.81819 -0.130
C -0.39527 0.88009 -1.77223 -0.032
C 2.49604 -0.04695 -0.99315 -0.060
C 1.07850 -0.84012 -0.81702 -0.187
N -0.70595 1.24876 1.61586 -0.030
H -1.82387 2.74887 2.45140 0.046
H -1.84615 1.26329 3.36185 0.050
H -2.16296 -2.45032 0.71216 0.060
H -1.43127 -1.37458 1.95101 0.149
H -0.39052 -2.41149 0.74779 0.047
H -0.18465 1.98229 -1.67852 0.103
H -1.45875 0.50262 -1.88111 0.084
H 0.02023 0.39826 -2.61010 0.046
H 2.59703 0.49687 -1.95500 0.077
H 3.27501 -0.68165 -0.98723 0.013
H 2.47717 0.66238 -0.18326 0.044
H 1.30128 -1.52225 -0.01715 0.083
H 0.97785 -1.37034 -1.75717 0.107
```

Values from the calculation:
molar mass	123.199	Da
highest occupied orbital energy (alpha / beta)	-7.66 / -7.66	eV
frontier orbital gap (alpha / beta)	0.291 / 0.291	Ha

---

Which structure loses on stability? x does.

---

--- w ---
Here is a 2-piece molecular cluster, H2N2O2S overall from the OMol25 dataset. Energies are from ωB97M-V with the def2-TZVPD basis set.

Structure (XYZ):
```
7
Properties=species:S:1:pos:R:3:lowdin_charge:R:1
N 0.53053 -0.12407 1.00535 -0.395
N 0.65838 0.86428 0.26387 0.052
O -0.86505 -2.01746 0.03264 -0.533
O -0.62024 0.96835 -1.18644 -0.171
S 0.14768 -1.64865 1.01750 0.930
H 0.52926 1.75114 0.64866 0.091
H -0.38057 0.20641 -1.78158 0.025
```

Values from the calculation:
molar mass	94.095	Da
highest occupied orbital energy (alpha / beta)	-9.33 / -9.53	eV
frontier orbital gap (alpha / beta)	0.304 / 0.304	Ha

---

--- x ---
Here is a 2-piece molecular cluster, H2N2O2S overall from the OMol25 dataset. Energies are from ωB97M-V with the def2-TZVPD basis set.

Structure (XYZ):
```
7
Properties=species:S:1:pos:R:3:lowdin_charge:R:1
N -0.74207 -2.04908 -2.03191 -0.403
N 0.18742 -1.44526 -1.79507 0.189
O -2.97791 -3.10762 -1.58855 -0.613
O -0.07770 -0.11109 0.18104 -0.084
S -1.91190 -2.97106 -2.57872 0.828
H -0.24522 0.06209 1.11115 0.046
H 0.57972 0.52473 -0.11151 0.037
```

Values from the calculation:
molar mass	94.095	Da
highest occupied orbital energy (alpha / beta)	-8.37 / -8.37	eV
frontier orbital gap (alpha / beta)	0.293 / 0.293	Ha

---

Which structure loses on stability? w does.

---

--- w ---
Here is a 2-piece molecular cluster, C2H8NOS overall from the OMol25 dataset. Energies are from ωB97M-V with the def2-TZVPD basis set.

Structure (XYZ):
```
13
Properties=species:S:1:pos:R:3:lowdin_charge:R:1
C 0.16803 -0.29463 -1.00220 -0.424
C -0.54350 -1.34935 -0.17784 -0.822
S -1.15715 -0.95693 1.46638 0.165
N 1.33060 0.31796 -0.39325 -0.032
H -0.52366 0.48083 -1.36691 0.082
H 0.43474 -0.83286 -1.93650 0.093
H 0.15319 -2.21042 -0.13303 0.034
H -1.36401 -1.75509 -0.77824 0.024
H 2.19048 0.09240 -0.86678 0.039
H 1.36037 0.19951 0.61929 0.040
H -0.93087 1.63750 2.06855 -0.071
H -0.43848 2.18754 0.80227 0.004
O -0.67975 2.48354 1.69826 -0.133
```

Values from the calculation:
molar mass	94.159	Da
highest occupied orbital energy	-2.62	eV
net charge	-1
frontier orbital gap	0.250	Ha

---

--- x ---
Here is a 2-piece molecular cluster, C2H8NOS overall from the OMol25 dataset. Energies are from ωB97M-V with the def2-TZVPD basis set.

Structure (XYZ):
```
13
Properties=species:S:1:pos:R:3:lowdin_charge:R:1
C 2.09189 -0.33845 1.15287 -0.630
S 0.85933 -1.74759 0.83956 0.075
H 1.76978 0.46857 0.47930 -0.027
H 2.02822 0.07496 2.15329 -0.017
H 3.09491 -0.64654 0.85436 -0.024
N -1.14017 0.76898 0.23940 -0.029
C -1.40627 0.63569 -1.15213 -0.384
O -1.50540 -0.74233 -1.59177 -0.140
H -1.80974 0.16732 0.72033 0.061
H -0.29982 0.23965 0.53621 -0.064
H -2.37301 1.13816 -1.29293 0.097
H -0.61488 1.07424 -1.76527 0.100
H -0.69484 -1.09267 -1.17322 -0.017
```

Values from the calculation:
molar mass	94.159	Da
highest occupied orbital energy	-2.81	eV
net charge	-1
frontier orbital gap	0.258	Ha

---

Which structure loses on stability? x does.

---

--- w ---
Here is a 2-piece molecular cluster, C2H8NOS overall from the OMol25 dataset. Energies are from ωB97M-V with the def2-TZVPD basis set.

Structure (XYZ):
```
13
Properties=species:S:1:pos:R:3:lowdin_charge:R:1
C 1.49141 0.09655 -0.43434 -0.402
C -0.02953 0.15844 -0.21568 -0.799
S -0.95282 -1.13594 -1.12096 0.110
N 2.03588 -1.19940 0.00671 -0.054
H 1.66959 0.13834 -1.51002 0.074
H 1.92530 0.92547 0.13198 0.088
H -0.15903 0.07578 0.86734 0.035
H -0.41884 1.11714 -0.54343 0.021
H 2.53566 -1.12165 0.88405 0.032
H 1.26398 -1.85038 0.09668 -0.006
H -2.35558 0.84086 0.59376 -0.025
H -3.81968 0.64660 0.46991 0.025
O -3.18634 1.30815 0.77397 -0.100
```

Values from the calculation:
molar mass	94.159	Da
highest occupied orbital energy	-2.65	eV
net charge	-1
frontier orbital gap	0.249	Ha

---

--- x ---
Here is a 2-piece molecular cluster, C2H8NOS overall from the OMol25 dataset. Energies are from ωB97M-V with the def2-TZVPD basis set.

Structure (XYZ):
```
13
Properties=species:S:1:pos:R:3:lowdin_charge:R:1
C -0.02759 -0.91339 1.66174 -0.738
S -0.16726 0.78282 2.15177 0.176
H -0.74802 -1.57216 2.08685 -0.025
H 0.92114 -1.51870 1.82739 0.026
H -0.17289 -0.94533 0.61992 -0.078
N 1.07678 0.75106 -1.00635 0.021
C -0.33116 0.33363 -1.45277 -0.414
O -1.21841 1.15570 -0.86828 -0.104
H 1.75521 0.08377 -1.23182 0.015
H 1.16639 1.09229 -0.06882 -0.022
H -0.65310 -0.78290 -1.27160 0.113
H -0.49255 0.46329 -2.52503 0.089
H -1.10855 1.06992 0.07702 -0.058
```

Values from the calculation:
molar mass	94.159	Da
highest occupied orbital energy	-2.69	eV
net charge	-1
frontier orbital gap	0.251	Ha

---

Which structure loses on stability? x does.

---

--- w ---
Here is an isolated molecule of C6H8ClN from the OMol25 dataset. Energies are from ωB97M-V with the def2-TZVPD basis set.

Structure (XYZ):
```
16
Properties=species:S:1:pos:R:3:lowdin_charge:R:1
C 0.06933 -1.22288 1.11998 -0.039
C 0.00550 -0.37598 -0.15916 -0.601
N 0.14083 -1.15521 -1.38936 0.070
C -1.27032 0.45209 -0.18635 -0.044
C -0.97951 1.75643 -0.12849 -0.072
C 0.47643 1.94201 -0.08565 -0.084
C 1.04448 0.73887 -0.12801 -0.648
Cl 2.72473 0.36711 -0.11793 0.690
H -0.71999 -1.99561 1.07746 0.089
H 1.03303 -1.74730 1.18567 0.075
H -0.02989 -0.62780 1.98921 0.074
H -0.54718 -1.94032 -1.37800 0.095
H 1.03940 -1.63689 -1.37988 0.063
H -2.26648 -0.01763 -0.23122 0.122
H -1.70146 2.55285 -0.11687 0.097
H 0.98110 2.91026 -0.07142 0.113
```

Values from the calculation:
molar mass	129.590	Da
structure (SMILES)	C[C@@]1(N)C=CC=C1Cl
highest occupied orbital energy	-8.53	eV
frontier orbital gap	0.347	Ha

---

--- x ---
Here is an isolated molecule of C6H8ClN from the OMol25 dataset. Energies are from ωB97M-V with the def2-TZVPD basis set.

Structure (XYZ):
```
16
Properties=species:S:1:pos:R:3:lowdin_charge:R:1
C 1.78232 0.86904 0.01696 -0.248
C -1.85063 0.57204 0.64959 -0.064
C -1.83155 0.44147 -0.81571 -0.036
C -0.45813 -1.43508 0.07841 0.076
C 2.50317 -0.30353 0.02878 -0.531
C -0.57210 -0.04706 0.02592 -0.517
N 0.44746 0.96451 0.06549 0.086
Cl 4.21320 -0.12664 -0.01795 0.615
H 2.25007 1.82329 0.14320 0.091
H -1.42432 1.51250 1.04046 0.110
H -2.55003 0.12499 1.34346 0.109
H -2.30400 -0.36345 -1.30623 0.087
H -1.43690 1.20419 -1.46684 0.104
H -1.26726 -2.12254 -0.07032 0.062
H 0.33744 -1.89941 0.60218 0.039
H 2.16126 -1.21432 -0.31740 0.018
```

Values from the calculation:
molar mass	129.590	Da
highest occupied orbital energy (alpha / beta)	-8.10 / -7.40	eV
frontier orbital gap (alpha / beta)	0.301 / 0.235	Ha

---

--- y ---
Here is an isolated molecule of C6H8ClN from the OMol25 dataset. Energies are from ωB97M-V with the def2-TZVPD basis set.

Structure (XYZ):
```
16
Properties=species:S:1:pos:R:3:lowdin_charge:R:1
N -1.11344 0.48949 -1.61783 0.046
C -0.13420 1.06485 -0.68294 -0.345
C 0.06847 0.85298 0.75269 -0.195
C -0.45825 -0.37813 1.41833 -0.149
C 0.17748 -1.51981 0.65342 -0.075
C 1.03797 -1.03427 -0.28191 -0.634
Cl 1.97143 -1.97956 -1.44092 0.626
C 1.14721 0.46623 -0.29661 -0.186
H -2.02963 1.00099 -1.49805 0.097
H -1.18053 -0.54158 -1.57371 0.074
H -0.09039 2.07099 -1.04473 0.130
H 0.28288 1.70862 1.38977 0.138
H -0.20345 -0.32706 2.49992 0.122
H -1.53021 -0.40519 1.43410 0.104
H -0.07018 -2.52778 0.67635 0.081
H 2.12487 1.05923 -0.38787 0.165
```

Values from the calculation:
molar mass	129.590	Da
structure (SMILES)	N[C@H]1[C@H]2CC=C(Cl)[C@@H]12
highest occupied orbital energy	-8.69	eV
frontier orbital gap	0.354	Ha

---

Which structure loses on stability? x does.

---

--- w ---
Here is an isolated ion of composition C3H7N4O and charge +1 from the OMol25 dataset. Energies are from ωB97M-V with the def2-TZVPD basis set.

Structure (XYZ):
```
15
Properties=species:S:1:pos:R:3:lowdin_spin:R:1
C 0.99732 1.45544 0.17507 0.034
C -0.91937 0.33387 -0.56869 0.009
C 1.00086 -0.19188 0.58100 0.112
N 2.90966 -0.88950 -0.38747 0.932
N 1.66906 -0.83812 -0.45104 0.764
N -0.18555 1.61665 -0.43070 0.015
N -0.37924 -0.50389 0.59696 0.009
O 1.91432 2.17884 0.34894 0.019
H -2.08954 0.36931 -0.59120 0.000
H -0.45564 -0.07669 -1.36985 0.005
H 1.62266 -0.22470 1.51282 0.018
H 3.25537 -1.47809 -1.30053 0.076
H -0.59114 2.51662 -0.55700 0.001
H -1.00630 -0.21681 1.41548 0.000
H -0.33973 -1.51837 0.58538 0.005
```

Values from the calculation:
molar mass	115.116	Da
highest occupied orbital energy (alpha / beta)	-11.62 / -14.30	eV
net charge	+1
2S+1	3
frontier orbital gap (alpha / beta)	0.288 / 0.296	Ha
<S²>	2.0075

---

--- x ---
Here is a 2-piece molecular cluster, C3H7N4O overall from the OMol25 dataset. Energies are from ωB97M-V with the def2-TZVPD basis set.

Structure (XYZ):
```
15
Properties=species:S:1:pos:R:3:lowdin_spin:R:1
C 1.03729 0.41499 -0.20752 0.033
C -3.13788 0.01010 -0.25132 0.157
C -0.25511 0.34103 0.61570 0.129
N 1.38357 -0.75065 -0.58535 0.097
N -0.70246 -1.02405 0.48871 0.779
N 1.77024 1.49922 -0.29246 0.001
N 0.31882 -1.71316 -0.22255 0.220
O -2.74268 1.05361 -0.42094 0.113
H -1.63906 -1.10172 -0.20379 0.196
H -0.18554 0.61200 1.70626 0.046
H -0.83128 1.19477 0.34335 0.035
H 1.44320 2.22763 0.30223 0.001
H 2.74195 1.65635 -0.66543 0.000
H 0.03352 -2.17041 -1.16659 0.148
H 0.76539 -2.24969 0.55970 0.046
```

Values from the calculation:
molar mass	115.116	Da
highest occupied orbital energy (alpha / beta)	-8.91 / -15.23	eV
net charge	+1
2S+1	3
frontier orbital gap (alpha / beta)	0.198 / 0.220	Ha
<S²>	2.0080

---

Which structure loses on stability? x does.